[1]
3 unconnected molecules or ions with the total composition C5H12O2, computed with the ωB97M-V functional and the def2-TZVPD basis.

Structure (XYZ):
```
19
Properties=species:S:1:pos:R:3:forces:R:3
C 2.615684 0.254882 -0.825203 0.0 -1.4 -0.7
O 1.320381 0.621650 -0.632068 -0.1 0.3 0.2
C 0.560729 -0.373849 -0.124436 0.3 -1.2 -0.7
C -0.928731 0.001232 -0.116832 0.2 -0.3 -0.2
C -1.736448 -1.278051 0.056876 -0.1 -0.1 0.0
C -1.360743 1.044468 0.947553 0.0 -0.5 0.0
O -0.804894 2.325107 0.759633 0.3 0.0 0.0
H 3.144453 -0.039930 0.091101 -0.1 0.1 -0.1
H 2.297243 -1.081500 -1.362023 1.0 2.5 0.5
H 3.112792 1.092853 -1.351226 0.0 -1.0 -0.1
H 1.236283 -1.487049 -1.024185 -1.7 1.5 1.3
H 0.946589 -0.791615 0.815031 -0.1 0.1 0.0
H -1.148269 0.461205 -1.088450 0.1 -0.2 0.1
H -2.810942 -1.084185 -0.010584 0.1 0.0 0.0
H -1.535178 -1.733072 1.034827 0.0 0.0 -0.1
H -1.459587 -2.000624 -0.714833 -0.1 0.0 0.1
H -2.450970 1.189110 0.883944 0.3 -0.2 -0.1
H -1.152037 0.657840 1.960763 0.1 0.0 -0.2
H 0.153639 2.221525 0.700106 -0.1 0.1 -0.1
```
Positions in Å, forces in eV/Å.

Calculated values
- Kohn-Sham gap: 10.36 eV
- E_LUMO: 0.797 eV
- Multiplicity: 1
- HOMO: -9.6 eV
- Total charge: 0

=====

[2]
3 unconnected molecules or ions with the total composition C5H12O2, computed with the ωB97M-V functional and the def2-TZVPD basis.

Structure (XYZ):
```
19
Properties=species:S:1:pos:R:3:forces:R:3
C -0.030156 1.799537 0.585543 0.3 0.5 1.1
C -0.248988 0.742714 -0.250132 0.5 -0.2 -2.4
C -1.019904 1.913306 1.656108 -1.2 0.4 0.6
C -0.837062 0.936453 2.766566 -1.1 -0.2 -0.3
C 0.425271 0.718770 3.123070 1.4 -0.7 1.5
H 0.757425 2.579527 0.517993 -0.3 -1.0 -0.4
H 0.461786 0.478343 -1.061599 -0.4 0.1 0.8
H -1.267569 0.332602 -0.400711 0.8 -0.2 0.7
H -1.935266 1.742751 1.104999 -0.9 -0.3 0.0
H -1.235308 2.859168 2.119862 0.4 0.9 0.0
H -1.676472 0.576903 3.350779 -0.1 -0.1 -0.3
H 0.848127 0.185386 4.017709 -0.8 0.4 -1.2
H 1.066376 1.339493 2.561169 1.5 0.2 -0.3
H 0.575042 -3.381293 -1.446715 -0.1 -1.4 -0.9
H 1.374702 -2.700987 -0.334729 -1.5 0.2 -1.3
O 0.601391 -2.578442 -0.967372 1.7 1.3 2.1
H 0.213358 -1.255066 -5.019648 -0.9 0.6 -0.8
H 1.141953 -1.980643 -4.272266 0.6 -0.8 0.1
O 0.641219 -2.101666 -5.085600 0.3 0.2 0.7
```
Positions in Å, forces in eV/Å.

Calculated values
- Kohn-Sham gap (alpha / beta): 9.15 / 4.93 eV
- E_LUMO (alpha / beta): -4.566 / -8.785 eV
- Multiplicity: 2
- HOMO (alpha / beta): -13.7 / -13.7 eV
- ⟨S²⟩: 0.7589
- Total charge: +1

=====

[3]
A molecular structure, C5H12O2P2, computed with the ωB97M-V functional and the def2-TZVPD basis.

Structure (XYZ):
```
21
Properties=species:S:1:pos:R:3:forces:R:3
C 0.470994 1.270137 -0.370879 0.7 2.5 -1.0
C 0.332001 -1.085795 -0.039197 2.6 -2.9 -1.7
C 2.438438 -1.591404 -0.973864 -4.4 -0.1 -2.6
C -2.217794 0.176331 -1.014465 2.7 -1.7 2.5
C -0.258020 0.650958 2.246213 -1.2 -0.6 0.3
O -0.176035 0.044107 -2.741072 0.7 -0.5 -1.2
O 2.387331 0.474579 1.503594 -1.0 -0.9 -0.6
P -0.395603 0.056786 -1.295637 -1.1 -1.4 0.8
P 0.990330 0.258691 1.003148 0.8 0.2 1.2
H 1.354254 1.479923 -1.012363 -0.3 0.1 0.5
H -0.073936 2.207674 -0.222253 0.3 -0.1 0.2
H 0.125113 -2.222409 0.033162 0.2 2.2 0.4
H 2.342674 -2.586143 -0.642748 -0.4 -1.2 0.1
H 3.269840 -1.189419 -0.510411 1.2 1.8 0.8
H 2.195509 -1.479732 -2.119688 0.7 0.1 2.6
H -2.225609 0.936005 -0.271919 -1.0 0.7 0.7
H -2.606129 0.448274 -1.909205 -1.4 1.0 -2.6
H -2.612728 -0.777735 -0.661110 -0.1 0.3 0.1
H -0.127237 1.665716 2.644463 0.4 -0.5 0.3
H -1.113094 0.779270 1.576545 -0.5 -0.2 0.3
H -0.553859 -0.131891 3.024038 0.8 1.2 -1.0
```
Positions in Å, forces in eV/Å.

Calculated values
- Kohn-Sham gap: 9.20 eV
- E_LUMO: -0.591 eV
- Multiplicity: 1
- HOMO: -9.8 eV
- Total charge: 0

=====

[4]
2 unconnected molecules or ions with the total composition C5H12O3, computed with the ωB97M-V functional and the def2-TZVPD basis.

Structure (XYZ):
```
20
Properties=species:S:1:pos:R:3:forces:R:3
C -2.096068 -0.422368 -1.395382 0.2 0.0 0.2
C -1.895319 -1.147886 -0.072674 0.3 0.1 -0.2
C -1.150652 -0.300200 0.925824 -0.1 0.1 0.0
O -1.106717 0.899909 0.951113 -0.1 0.3 -0.1
O -0.566478 -1.051235 1.868157 0.3 -0.6 0.5
H -2.553756 0.545131 -1.224730 -0.1 0.2 0.0
H -2.729386 -1.000502 -2.057571 -0.1 -0.1 -0.1
H -1.130989 -0.265802 -1.872899 0.0 0.0 -0.1
H -2.858082 -1.389656 0.375702 -0.1 -0.1 0.1
H -1.333211 -2.074959 -0.208219 -0.2 0.0 0.1
H -0.099968 -0.489178 2.508285 -0.2 0.1 -0.3
C 2.172288 1.333773 0.696749 -0.3 -0.2 -0.2
C 1.799237 0.690772 -0.634993 0.3 0.4 0.0
O 1.208136 -0.582351 -0.482231 0.0 -0.5 0.0
H 1.271105 1.477421 1.292369 0.1 0.0 0.0
H 2.628565 2.305092 0.523128 0.1 0.1 0.0
H 2.879631 0.709475 1.245773 0.1 0.0 0.0
H 1.047551 1.299783 -1.139478 0.1 0.0 0.0
H 2.686040 0.618264 -1.282659 -0.2 0.1 0.0
H 1.828072 -1.155485 -0.016263 -0.1 0.0 0.0
```
Positions in Å, forces in eV/Å.

Calculated values
- Kohn-Sham gap: 10.96 eV
- E_LUMO: 0.762 eV
- Multiplicity: 1
- SMILES: CCC(=O)O.CCO
- HOMO: -10.2 eV
- Total charge: 0